Record 1
A structure of composition C24H33HfN2, computed with ωB97M-V with the def2-TZVPD basis set.

LUMO ... -3.49 eV
Charge ... +1
HOMO energy ... -10.3 eV
Kohn-Sham gap ... 6.81 eV
M ... 528.0 g mol⁻¹
Relative energy (zero: lowest compared OMol25 entry of this formula, charge and spin) ... 133.2 kcal per mole
Calculated total energy ... -1091.41070 a.u.

Each line ends with the Mulliken charge.
Geometry (Å):
C 1.440 -1.717 0.507  0.3325
C 1.993 -1.111 -0.663  1.1129
C 1.044 -1.260 -1.731  0.1809
C -0.064 -2.015 -1.225  0.8379
C 0.167 -2.260 0.163  0.8763
Hf 0.006 0.256 -0.178  1.1452
C -3.871 1.215 -1.363  0.6315
C -3.133 0.932 -0.177  -0.9526
H -3.085 1.764 0.560  0.5181
C -2.287 -0.263 0.077  -1.2027
H -2.626 -1.133 -0.530  0.4442
H -2.314 -0.529 1.150  0.6169
C -3.718 2.799 -1.606  -0.9188
H -3.049 3.155 -0.791  0.1780
H -3.183 2.947 -2.560  0.1620
H -4.568 3.496 -1.650  0.3263
C -3.244 0.561 -2.625  -0.9100
H -2.240 0.233 -2.269  0.0021
H -3.675 -0.314 -3.115  0.3200
H -3.084 1.336 -3.400  0.2996
C 3.410 -0.671 -0.792  -1.8877
H 3.725 -0.113 0.099  0.3985
H 4.106 -1.517 -0.902  0.3095
H 3.548 -0.020 -1.660  0.5545
C 1.274 -0.877 -3.156  -1.3019
H 1.724 0.120 -3.225  0.1907
H 1.954 -1.576 -3.666  0.3139
H 0.333 -0.860 -3.719  0.3231
C -1.129 -2.657 -2.059  -1.4134
H -1.219 -2.168 -3.035  0.2952
H -0.912 -3.723 -2.241  0.3527
H -2.113 -2.621 -1.576  0.3657
C -0.643 -3.159 1.035  -1.6769
H -1.703 -3.141 0.760  0.3533
H -0.299 -4.204 0.972  0.3191
H -0.576 -2.863 2.089  0.3828
C 2.226 -2.022 1.737  -1.6362
H 1.581 -2.252 2.592  0.3966
H 2.879 -2.897 1.582  0.3515
H 2.873 -1.184 2.016  0.3304
C 1.150 2.265 -1.094  -0.3322
C 0.536 3.514 -1.899  -0.5522
C 2.479 2.273 -1.560  -0.6105
C 0.518 3.062 -3.240  -0.3382
H -0.187 4.295 -1.635  0.3972
C 2.818 2.656 -2.886  -0.7858
H 3.344 1.903 -1.019  0.7523
C 1.786 2.847 -3.806  -0.3169
H -0.383 2.978 -3.887  0.3476
H 3.821 2.522 -3.300  0.3413
H 1.921 2.732 -4.873  0.4427
N 0.354 2.200 3.501  -0.0202
C 0.030 1.004 4.167  -0.7216
C -0.094 0.065 3.193  -0.2669
N 0.144 0.657 1.947  0.1555
C 0.404 1.961 2.182  -0.4246
H 0.514 3.093 3.946  0.2543
H -0.067 0.945 5.238  0.4117
H -0.328 -0.987 3.278  0.3767
H 0.642 2.689 1.418  0.5682


Record 2
A structure of composition C24H33IrN6O2S2, computed with ωB97M-V with the def2-TZVPD basis set.

LUMO (alpha / beta) ... -7.72 / -10.06 eV
Charge ... +3
<S²> ... 8.77
HOMO energy (alpha / beta) ... -15.8 / -16.3 eV
2S+1 ... 6
Kohn-Sham gap (alpha / beta) ... 8.12 / 6.21 eV
M ... 693.9 g mol⁻¹
Calculated total energy ... -2312.94444 a.u.

Each line ends with the Mulliken charge.
Geometry (Å):
Ir 11.491 14.045 9.269  2.1658
C 11.174 17.184 7.659  -0.9533
C 11.928 16.072 6.902  -0.7853
N 12.706 15.195 7.773  -0.3525
C 13.878 15.866 8.388  -0.6849
C 13.596 16.669 9.617  -0.6439
S 12.381 15.895 10.781  -0.0797
C 11.193 17.299 10.864  -0.5562
C 9.968 17.091 9.932  -0.7953
N 10.434 16.422 8.747  -0.0650
H 11.781 18.016 7.907  0.4265
H 10.421 17.625 6.992  0.4594
H 11.202 15.410 6.390  0.3625
H 12.604 16.569 6.164  0.5518
H 13.006 14.431 7.166  0.2097
H 14.595 15.108 8.675  0.3526
H 14.365 16.508 7.600  0.3952
H 14.517 16.842 10.169  0.5534
H 13.251 17.632 9.386  0.3043
H 10.866 17.378 11.879  0.5364
H 11.811 18.193 10.515  0.3264
H 9.150 16.556 10.402  0.4035
H 9.426 18.055 9.742  0.3838
H 9.640 15.991 8.277  0.0977
O 7.934 13.988 7.005  -0.9111
C 8.884 13.757 7.755  -0.1041
O 10.181 13.773 7.471  -0.7398
C 8.584 13.119 9.101  0.8059
C 7.454 12.413 9.294  -0.4744
C 7.392 11.576 10.412  -0.4229
C 8.392 11.649 11.377  -0.7634
C 9.568 12.312 11.024  0.0224
N 9.658 12.996 9.907  -0.2739
H 6.628 12.385 8.630  0.4831
H 6.573 10.808 10.437  0.4023
H 8.323 11.113 12.308  0.4499
H 10.464 12.284 11.652  0.4316
N 5.265 14.832 4.452  -0.3575
N 5.718 14.323 5.562  0.0984
H 4.293 14.792 4.264  0.2678
H 5.885 15.082 3.641  0.2987
H 6.747 14.334 5.878  0.5637
H 4.971 14.299 6.262  0.2834
N 12.849 12.427 9.601  -0.4775
S 13.416 11.698 8.184  0.0735
C 15.178 11.653 8.128  0.8891
C 15.744 11.849 6.802  -0.4624
C 17.122 11.970 6.714  -0.5886
C 17.940 11.744 7.805  -0.4589
C 17.425 11.478 9.042  -0.6606
C 16.014 11.454 9.263  -0.2874
C 12.867 10.063 8.103  0.7055
C 13.352 9.105 9.010  -0.2704
C 12.862 7.804 8.947  -0.6882
C 12.007 7.478 7.846  -0.4761
C 11.628 8.411 6.907  -0.7500
C 12.034 9.735 7.020  -0.3381
H 12.909 11.817 10.407  0.2529
H 15.168 11.987 5.874  0.3828
H 17.517 12.123 5.720  0.4134
H 19.004 11.639 7.651  0.4086
H 18.087 11.394 9.928  0.3686
H 15.618 11.255 10.249  0.3961
H 14.091 9.410 9.793  0.1468
H 13.191 7.148 9.744  0.4411
H 11.570 6.491 7.870  0.4063
H 10.953 8.071 6.154  0.4426
H 11.758 10.484 6.284  0.4578


Record 3
A structure of composition C24H33N3O2STi, computed with ωB97M-V with the def2-TZVPD basis set.

LUMO (alpha / beta) ... 2.92 / 2.89 eV
Charge ... -1
<S²> ... 0.78
HOMO energy (alpha / beta) ... -3.3 / -4.5 eV
2S+1 ... 2
Kohn-Sham gap (alpha / beta) ... 6.19 / 7.36 eV
M ... 475.5 g mol⁻¹
Relative energy (zero: lowest compared OMol25 entry of this formula, charge and spin) ... 44.9 kcal per mole
Calculated total energy ... -2496.85096 a.u.

Each line ends with the Mulliken charge.
Geometry (Å):
Ti 0.006 1.034 0.923  -0.0800
N -0.983 2.185 4.716  -0.4237
C -0.197 1.915 3.616  0.4859
S -0.168 3.123 2.359  -0.5497
N 0.446 0.788 3.593  -1.1797
N 1.104 0.575 2.388  0.6988
C 2.354 0.180 2.433  -1.0361
C 3.229 0.327 1.317  0.9548
C 4.536 -0.185 1.382  -0.8438
C 5.453 0.018 0.375  -0.6231
C 5.081 0.765 -0.744  -0.5764
C 3.814 1.304 -0.832  -0.5552
C 2.850 1.116 0.178  0.9754
O 1.681 1.682 0.074  -0.6258
H -1.213 3.157 4.823  0.2485
H -0.724 1.690 5.556  0.2561
H 2.746 -0.152 3.392  0.3131
H 4.824 -0.749 2.264  0.3540
H 6.451 -0.394 0.453  0.3682
H 5.791 0.924 -1.547  0.3848
H 3.530 1.895 -1.694  0.3531
C 1.168 -2.352 -0.078  -1.2221
C 0.206 -2.781 -1.185  0.3964
C -0.940 -3.618 -0.603  -1.3578
C -0.351 -1.698 -2.111  0.1131
C -0.693 -2.136 -3.385  -0.5492
C -1.197 -1.283 -4.349  -1.3647
C -1.319 0.060 -4.038  -0.7755
C -0.983 0.561 -2.788  0.0634
C -0.979 2.080 -2.656  0.6381
C -1.523 2.701 -1.366  -1.2400
C 0.445 2.593 -2.924  -1.1390
C -0.536 -0.332 -1.777  0.0745
O -0.344 0.112 -0.547  1.3898
H 1.667 -3.236 0.326  0.4961
H 0.647 -1.858 0.738  -0.2100
H 1.936 -1.679 -0.462  0.2734
H 0.786 -3.439 -1.843  0.5661
H -1.551 -3.011 0.066  0.1726
H -0.553 -4.469 -0.035  0.4012
H -1.582 -3.999 -1.400  0.4008
H -0.546 -3.183 -3.631  0.4154
H -1.458 -1.648 -5.334  0.3705
H -1.671 0.750 -4.798  0.3543
H -1.614 2.451 -3.468  0.5283
H -0.865 2.514 -0.514  0.0379
H -2.512 2.312 -1.129  0.3663
H -1.594 3.783 -1.494  0.5018
H 1.109 2.280 -2.119  -0.0735
H 0.454 3.685 -2.973  0.4312
H 0.825 2.195 -3.867  0.3952
C -1.976 -1.555 2.607  -1.4793
C -2.598 -0.715 1.491  2.1987
C -4.127 -0.748 1.620  -1.8714
C -2.048 0.719 1.513  -1.3095
H -0.887 -1.544 2.534  0.1783
H -2.319 -2.594 2.574  0.4036
H -2.241 -1.131 3.579  0.3999
H -2.351 -1.173 0.525  -0.7669
H -4.440 -0.282 2.558  0.3649
H -4.513 -1.773 1.599  0.4255
H -4.588 -0.194 0.799  0.3784
H -2.288 1.128 2.505  0.6156
H -2.664 1.310 0.818  0.1084